[1]
Computed, not measured: a 13-piece molecular cluster, C45H65F6N5O13P overall in a non-equilibrium geometry, with ωB97M-V with the def2-TZVPD basis set.

Results
E (a.u.): -3946.38980
<S²>: 0.750

```
! RIJCOSX wB97M-V def2-TZVPD def2/J DEFGRID3
* xyz -2 2
P -0.35055 0.08242 -0.38794
F 0.02383 -0.68283 0.99935
F -1.49600 0.83299 0.49113
F 0.75059 1.19804 0.00549
F -0.79473 0.94795 -1.66437
F 0.84765 -0.65849 -1.13432
F -1.29217 -1.21119 -0.81366
O -5.66256 2.92797 -3.18915
C -4.86105 3.19303 -2.28673
O -4.70215 4.42485 -1.86054
C -3.75370 4.61601 -0.86573
C -3.60127 3.16320 -0.31673
C -4.04820 2.25165 -1.44510
H -4.06242 5.37498 -0.14686
H -2.89399 4.99144 -1.42073
H -4.25695 3.00383 0.53930
H -2.56924 2.93026 -0.05454
H -4.59830 1.38996 -1.06699
H -3.16052 2.03019 -2.03762
O -0.53651 3.67862 3.54707
C -1.22804 2.72944 3.20648
O -2.48686 2.85382 2.85747
C -3.23243 1.61875 2.83453
C -2.34744 0.63656 3.55697
C -0.95388 1.27780 3.42394
H -3.49322 1.26798 1.83601
H -4.14562 1.73618 3.41798
H -2.44190 -0.38515 3.18917
H -2.75575 0.54727 4.56365
H -0.29522 1.01517 2.59611
H -0.43513 1.20718 4.37998
O -6.60016 0.10187 2.58666
C -5.93165 -0.78010 1.98950
O -5.36267 -0.58007 0.81169
C -4.64665 -1.69382 0.32375
C -4.44289 -2.54717 1.53018
C -5.56380 -2.19579 2.48569
H -3.69915 -1.27994 -0.02130
H -5.17828 -2.18712 -0.48996
H -3.49930 -2.28068 2.00631
H -4.35639 -3.62736 1.41264
H -5.20087 -2.09956 3.50897
H -6.37559 -2.92266 2.51318
O -3.16790 -2.54592 5.06479
C -2.17907 -3.03365 4.47114
O -2.22369 -4.26415 3.83486
C -0.93648 -4.63191 3.34764
C -0.29511 -3.27810 3.11828
C -0.74236 -2.45137 4.24248
H -1.00511 -5.25706 2.45738
H -0.34735 -5.22236 4.04936
H -0.66579 -2.81113 2.20579
H 0.79143 -3.32521 3.04533
H -0.70183 -1.36757 4.13374
H -0.16705 -2.77562 5.10967
O -2.99446 -6.06581 -0.06488
C -2.27393 -5.42677 -0.80491
O -2.32274 -5.51227 -2.16766
C -1.56050 -4.51749 -2.86658
C -0.63851 -4.05589 -1.73849
C -1.33522 -4.25579 -0.41842
H -2.23680 -3.75541 -3.25382
H -0.96408 -4.93693 -3.67679
H -0.25515 -3.04620 -1.88565
H 0.29491 -4.60730 -1.85154
H -1.90057 -3.41101 -0.02491
H -0.52120 -4.51174 0.25979
O 4.57125 -0.92024 6.23384
C 4.02021 -0.67284 5.13910
O 4.29651 0.48363 4.41750
C 3.36624 0.67139 3.34653
C 2.25134 -0.27987 3.72000
C 2.93779 -1.43702 4.40876
H 3.86785 0.38185 2.42313
H 2.97981 1.69052 3.33430
H 1.54373 -0.66893 2.98788
H 1.55747 0.13790 4.44946
H 3.51377 -2.07955 3.74281
H 2.36915 -2.05903 5.10004
C -0.97087 3.72706 -3.94247
O -1.99643 4.58653 -4.37309
H -0.67047 3.97857 -2.92531
H -1.28058 2.68208 -3.95596
H -0.07665 3.77577 -4.56386
H -1.56504 5.43692 -4.48414
N -1.87610 -1.25919 -6.12370
C -1.19964 -0.35827 -5.30593
C -0.44686 0.50833 -6.07433
C -0.60636 0.11353 -7.36349
C -1.57547 -0.94651 -7.40702
H -2.38789 -2.08560 -5.84945
H -1.24073 -0.41910 -4.22843
H 0.21871 1.27942 -5.71542
H -0.04245 0.52924 -8.18544
H -1.94771 -1.59430 -8.18690
N 1.64939 2.25955 -2.46564
C 1.99920 1.44498 -3.49335
C 2.81100 2.12023 -4.42081
C 2.98648 3.40560 -3.91362
C 2.17839 3.50465 -2.78274
H 1.08643 1.97102 -1.67829
H 1.77478 0.38894 -3.46507
H 3.17165 1.61348 -5.30372
H 3.56145 4.21676 -4.33532
H 2.09813 4.35172 -2.11758
N 4.24662 1.07138 -1.60191
C 4.19793 0.40092 -0.41767
C 5.45960 0.47340 0.16399
C 6.23339 1.34925 -0.62546
C 5.47910 1.68753 -1.74753
H 3.43822 1.28281 -2.16928
H 3.33358 -0.20854 -0.19888
H 5.83939 -0.00012 1.05727
H 7.28172 1.58740 -0.52208
H 5.66055 2.36014 -2.57281
N 4.55424 3.76931 0.67951
C 4.75906 5.07114 1.07798
C 3.59821 5.56065 1.71454
C 2.73117 4.47042 1.65586
C 3.35249 3.38099 1.14327
H 5.09222 3.11866 0.12512
H 5.67882 5.52887 0.74490
H 3.37149 6.57735 1.99969
H 1.76049 4.49487 2.12871
H 3.01757 2.36831 0.97382
N 3.45548 -4.18460 -0.82855
C 2.62820 -3.07940 -0.70569
C 2.60232 -2.70691 0.64741
C 3.43821 -3.65853 1.34314
C 3.85195 -4.62029 0.41685
H 3.62088 -4.73102 -1.66172
H 2.15887 -2.67063 -1.58831
H 2.15417 -1.83851 1.10725
H 3.72082 -3.63728 2.38530
H 4.39543 -5.52762 0.63546
*
```

Atom charges from the Löwdin analysis, given in e for atoms 1 to 6: 0.20 -0.17 -0.14 -0.16 -0.14 -0.14



[2]
Computed, not measured: the molecule C17H24N2O3S, with ωB97M-V with the def2-TZVPD basis set.

Results
Relative energy (zero: lowest compared OMol25 entry of this formula, charge and spin) (eV): 0.116
SMILES: CCOC(=O)N1CCN(C(=O)CSCc2ccc(C)cc2)CC1

```
! RIJCOSX wB97M-V def2-TZVPD def2/J DEFGRID3
* xyz 0 1
C 4.83118 -0.84598 1.38394
C 3.66923 0.13647 1.35529
H 3.83738 0.89240 0.58151
H 3.53879 0.61845 2.32683
O 2.42762 -0.51984 1.10466
C 2.16523 -0.80978 -0.18761
O 2.88434 -0.51618 -1.11604
N 1.00015 -1.48188 -0.30940
C 0.11643 -1.67926 0.82264
H -0.10479 -0.70997 1.28285
H 0.60498 -2.31016 1.57289
C -1.18448 -2.33141 0.36120
N -1.76126 -1.57684 -0.72494
C -3.00938 -1.07313 -0.79770
O -3.39785 -0.48230 -1.78933
C -3.93239 -1.25957 0.38995
H -4.91685 -0.87767 0.11591
H -4.02075 -2.30350 0.68746
S -3.36962 -0.35501 1.87135
C -3.32266 1.36320 1.22779
C -2.02490 1.70070 0.56926
C -0.84874 1.71876 1.31210
C 0.35638 2.03744 0.71663
C 0.42434 2.34062 -0.63918
C -0.75323 2.32161 -1.37564
C -1.96454 2.00925 -0.78256
H -2.86414 1.99540 -1.37952
H -0.72618 2.55841 -2.42993
C 1.73487 2.66092 -1.28743
H 2.36121 3.25130 -0.62111
H 1.58687 3.21102 -2.21358
H 2.26884 1.73904 -1.52314
H 1.25736 2.05390 1.31265
H -0.88826 1.48471 2.36756
H -4.16458 1.47025 0.54544
H -3.48598 1.98117 2.11202
C -0.87899 -1.28186 -1.84878
H -1.31506 -1.69025 -2.76663
C 0.50922 -1.85940 -1.61417
H 1.20853 -1.46394 -2.35292
H 0.49406 -2.95215 -1.70180
H -0.82354 -0.19369 -1.96160
H -0.99509 -3.36014 0.03038
H -1.86796 -2.36208 1.20696
H 4.64850 -1.62487 2.12048
H 5.74680 -0.32086 1.64045
H 4.94892 -1.30331 0.40481
*
```

Atom charges from the Löwdin analysis, given in e for atoms 1 to 6: -0.06 -0.22 0.12 0.12 -0.01 -0.55



[3]
Computed, not measured: the molecule C3H2N2 in a non-equilibrium geometry, with ωB97M-V with the def2-TZVPD basis set.

Results
Relative energy (zero: lowest compared OMol25 entry of this formula, charge and spin) (eV): 0.362
SMILES: N#CCC#N

```
! RIJCOSX wB97M-V def2-TZVPD def2/J DEFGRID3
* xyz 0 1
C 1.33373 -0.33807 -0.08947
C 0.03090 0.41138 0.01258
C -1.17272 -0.40376 0.00285
H -0.02579 1.10393 0.86194
H -0.28211 1.06205 -0.82297
N 2.34040 -0.91011 0.03324
N -2.22442 -0.92542 0.00183
*
```

Atom charges from the Löwdin analysis, given in e for atoms 1 to 6: -0.18 -0.16 -0.24 0.13 0.13 0.15



[4]
Computed, not measured: a 2-piece molecular cluster, C3H7N3 overall in a non-equilibrium geometry, with ωB97M-V with the def2-TZVPD basis set.

Results
Relative energy (zero: lowest compared OMol25 entry of this formula, charge and spin) (eV): 6.164

```
! RIJCOSX wB97M-V def2-TZVPD def2/J DEFGRID3
* xyz 0 1
C 1.73910 0.23734 -0.38998
C 0.89912 -0.91201 -0.34201
C 0.19571 0.35931 -0.11816
N -2.39956 0.28074 0.26859
N -3.35537 -0.35066 0.42153
N -0.61206 0.43200 0.97746
H 2.54007 0.41282 0.36958
H 1.96425 0.62657 -1.43778
H 0.78205 -1.52772 -1.23361
H 1.18572 -1.57983 0.62093
H -0.30446 0.84288 -1.09394
H -2.46991 1.38317 0.27133
H -0.16467 -0.20461 1.68607
*
```

Atom charges from the Löwdin analysis, given in e for atoms 1 to 6: -0.14 -0.23 -0.46 -0.14 0.08 0.01



[5]
Computed, not measured: a 2-piece molecular cluster, C7H14NO3P overall in a non-equilibrium geometry, with ωB97M-V with the def2-TZVPD basis set.

Results
Relative energy (zero: lowest compared OMol25 entry of this formula, charge and spin) (eV): 5.979

```
! RIJCOSX wB97M-V def2-TZVPD def2/J DEFGRID3
* xyz 0 1
C 0.89803 1.73446 -1.51404
C 3.21704 2.56643 -1.87761
C 2.79269 3.12710 -0.60012
C 2.22662 1.76868 -1.03972
C -2.40171 -1.96868 -0.14441
C -2.53248 -2.46031 1.31618
C -1.77100 -0.55856 -0.10958
N -1.36932 -2.25966 2.16748
O 0.45612 0.04390 1.61613
O 0.00302 2.34343 -1.98047
O 0.73535 -1.89349 -0.05238
P 0.11230 -0.57810 0.03677
H 2.90310 2.98967 -2.77897
H 4.18275 2.10345 -1.98953
H 3.52183 3.23715 0.12379
H 2.02834 3.87834 -0.56290
H 2.62730 1.07832 -0.33243
H -1.64064 -2.57727 -0.77977
H -3.52736 -1.88393 -0.51058
H -2.87029 -3.44898 1.04478
H -3.23781 -1.89309 1.79640
H -1.97949 0.05947 -1.13254
H -2.22271 -0.08358 0.67869
H -0.64369 -2.46568 1.50271
H -1.19327 -2.91899 2.89797
H -0.31471 0.05990 2.22416
*
```

Atom charges from the Löwdin analysis, given in e for atoms 1 to 6: -0.16 -0.08 -0.07 -0.24 -0.25 -0.31



[6]
Computed, not measured: C20H27ClNO2PPb as an isolated structure in a non-equilibrium geometry, with ωB97M-V with the def2-TZVPD basis set.

Results
E (a.u.): -1977.88368

```
! RIJCOSX wB97M-V def2-TZVPD def2/J DEFGRID3
* xyz 0 1
C 0.53424 2.90367 -3.24615
C -0.72125 2.50197 -2.80313
C -0.85048 1.44292 -1.88416
C 0.27013 0.75083 -1.44295
C 1.53749 1.19913 -1.83013
C 1.66490 2.26311 -2.74560
C -2.26581 1.12012 -1.48322
C -2.83761 -0.31170 -1.56544
N -1.88683 -1.37612 -1.98216
Pb -0.36687 -0.99970 0.03599
C 2.81170 0.62025 -1.25650
P 2.56661 -1.10903 -0.67549
H -1.63229 2.97580 -3.16981
H 2.66865 2.55786 -3.06885
H 0.62303 3.72626 -3.96447
H 3.12190 1.18680 -0.35930
H 3.65355 0.63534 -1.96724
H -2.42407 1.48456 -0.46205
H -2.91799 1.73237 -2.11491
H -3.26485 -0.61128 -0.59299
C 4.20425 -1.52680 0.01499
C 2.66206 -1.98217 -2.28382
H -3.66882 -0.30693 -2.30937
C -1.23961 -1.06775 -3.30213
C -2.65797 -2.65866 -2.08165
H 0.55226 -2.99961 3.14628
H -1.52089 -1.81239 -4.05535
H -1.60559 -0.09136 -3.63966
H -0.14687 -1.06706 -3.23602
H -2.78823 -2.91238 -3.14416
H -2.14766 -3.48598 -1.57063
H -3.66208 -2.51710 -1.65532
H 3.68999 -1.91176 -2.66395
H 2.39414 -3.03210 -2.10965
H 1.96066 -1.55323 -3.00629
H 4.98596 -1.42319 -0.74578
H 4.42841 -0.88354 0.87306
H 4.17852 -2.56650 0.36475
H -0.08850 -3.16676 2.77762
Cl 0.34953 1.45660 8.03241
C -0.25317 1.29770 6.45123
C -1.00247 0.16179 6.09466
C -1.44957 0.02923 4.77161
C -1.05812 0.95376 3.79098
C -0.35807 2.10239 4.16767
C 0.06349 2.27871 5.49269
C -1.12473 0.59227 2.33430
O -1.97082 -0.27142 1.92373
O -0.20479 1.07185 1.58386
H -1.22887 -0.59149 6.85015
H -2.08674 -0.81466 4.50467
H -0.13119 2.85351 3.41647
H 0.64132 3.15187 5.79124
*
```

Atom charges from the Löwdin analysis, given in e for atoms 1 to 6: -0.08 -0.06 -0.31 -0.24 -0.32 -0.06